114
Properties=species:S:1:pos:R:3:forces:R:3:mulliken_charge:R:1 method="wB97M-V/def2-TZVPD" e_tot_ev=-100953.2541 largest_force_ev_per_a=10.74 homo_energy_ev="-13.204 / -13.206" total_charge=+2 homo_lumo_gap_ev="6.31 / 6.39"
Mn 10.0458 9.1235 14.7815 0.0 1.2 9.8 -0.32
C 13.1038 9.8117 17.3619 -0.8 -1.6 -1.5 -1.20
C 13.7179 9.2466 16.0744 0.3 1.1 1.3 1.15
C 15.0370 9.5068 15.8429 1.0 0.0 -1.1 -0.99
C 15.6844 9.1411 14.6474 0.0 0.3 2.4 -1.55
C 15.0202 8.4189 13.7092 0.5 0.6 -0.5 -0.65
C 13.7257 8.1407 13.9474 -3.0 -1.2 -0.9 0.88
C 12.9282 7.4570 12.8668 -1.2 -0.1 -0.3 -0.94
C 13.0872 8.5163 15.1125 -0.7 0.1 0.6 -1.27
N 11.7507 8.1240 15.4644 -0.9 1.0 -0.7 1.76
C 11.5334 7.0052 16.0217 -0.6 -1.3 -0.8 1.18
C 12.5393 5.9385 16.1626 0.5 -0.2 -0.2 -2.28
C 10.1119 6.5209 16.1490 2.2 -1.2 2.1 0.47
C 9.9342 5.3022 17.0574 -2.1 0.8 -1.0 -1.66
N 9.2755 7.1524 15.4830 -2.0 1.5 -1.9 1.03
C 7.8831 6.6886 15.3133 1.0 0.1 0.0 -0.13
C 7.4653 6.1024 14.0461 0.3 1.5 2.2 0.52
C 8.2352 6.1765 12.7925 0.3 1.2 -1.6 -1.11
C 6.2065 5.5834 14.0339 -1.2 -1.7 0.8 -0.88
C 5.3452 5.6839 15.1895 0.6 0.2 -3.4 -1.11
C 5.7535 6.4105 16.2227 0.9 1.0 2.4 -0.91
C 7.0706 6.8508 16.4251 0.0 0.5 -0.4 0.95
C 7.5387 7.6445 17.6795 0.8 -3.4 1.0 -0.97
H 12.4418 9.0362 17.7801 0.5 0.2 0.5 0.18
H 12.4035 10.6055 17.0915 0.4 0.4 0.2 -0.02
H 13.9272 10.0768 18.0085 -0.3 0.3 0.4 0.65
H 15.5778 9.9745 16.6348 0.6 0.4 0.2 0.51
H 16.7179 9.3367 14.6653 1.2 0.3 -0.7 0.55
H 15.3628 8.1033 12.7491 0.9 0.0 -0.3 0.55
H 12.3435 6.5740 13.2411 0.4 0.8 -0.4 0.14
H 13.5749 7.1234 12.0582 0.1 -0.2 0.1 0.68
H 12.2245 8.1935 12.3731 0.6 -0.9 0.7 -0.13
H 13.4883 6.3557 15.8786 0.5 -0.4 -0.2 0.34
H 12.2605 5.0305 15.5979 0.1 0.6 -0.5 0.50
H 12.6098 5.4892 17.1260 0.1 0.2 1.1 0.60
H 9.7531 4.4163 16.4306 0.2 0.1 0.3 0.40
H 8.9733 5.5151 17.5660 0.5 -0.6 0.0 0.35
H 10.7114 5.1634 17.7904 0.2 0.0 -0.1 0.50
H 9.2920 6.0834 12.9102 0.9 -0.4 0.3 0.15
H 8.1871 7.2001 12.2400 -0.5 -1.6 0.9 0.02
H 7.8977 5.3724 12.1259 0.1 0.4 -0.1 0.59
H 5.9593 4.9202 13.1778 -0.3 0.9 0.5 0.39
H 4.3004 5.4842 15.1200 -0.4 -0.7 -0.2 0.41
H 5.0718 6.6762 16.9883 -0.8 0.0 0.7 0.54
H 7.1331 7.2450 18.7087 0.2 0.9 -2.2 0.42
H 7.3920 8.6773 17.5218 -0.4 1.1 0.2 0.20
H 8.6455 7.4339 17.7735 -1.3 0.8 0.1 0.16
C 7.5014 14.1774 7.0411 -1.3 -1.3 -2.1 -1.41
C 8.2466 13.4945 8.1216 -0.9 -1.7 1.0 0.47
C 9.6168 13.4610 8.1943 0.2 -0.1 -0.4 -1.01
C 10.3479 12.6800 9.0845 0.4 -0.6 -0.3 1.63
C 11.8616 12.5781 8.8832 -0.6 -0.7 0.0 -1.29
C 9.5976 11.9431 9.9736 -0.4 -0.1 1.1 0.24
Te 10.3015 10.7147 11.5290 -0.1 0.4 0.1 0.01
N 9.9465 12.1547 12.8953 1.1 -1.1 0.1 -0.82
C 10.3867 11.8736 14.0754 -1.2 1.7 0.3 -0.22
O 10.9093 10.7293 14.5382 -0.1 0.9 -0.3 1.49
C 10.2665 13.0707 15.0178 -0.1 -1.9 -0.7 0.74
C 11.1378 13.0694 16.0746 0.9 -0.2 -0.5 -0.54
C 10.9837 13.9599 17.0931 -0.3 0.7 1.7 -0.82
C 9.8865 14.8448 17.1580 0.2 -2.3 -1.9 -0.88
C 9.0223 14.8152 16.0471 0.9 0.8 0.7 -0.62
C 9.2394 13.9942 14.9492 -0.8 -0.1 0.6 -0.42
C 12.4040 10.4974 11.3277 -1.6 -0.1 -1.3 1.50
C 13.3795 11.1961 11.9898 2.5 -0.3 -1.4 -0.25
C 13.2023 11.9144 13.2458 0.9 -0.7 0.9 -0.17
C 14.6873 11.1276 11.4182 -1.9 -0.4 -0.3 -1.15
C 14.9194 10.3949 10.2737 2.3 0.8 -0.5 0.39
C 16.3223 10.4381 9.5987 -1.4 1.2 1.1 -1.82
C 13.9003 9.7427 9.6404 0.1 -1.6 0.1 -0.70
C 12.6230 9.7739 10.1386 -0.1 0.6 -0.8 1.14
C 11.5559 9.1255 9.2678 -0.7 0.8 1.3 -2.09
C 8.1773 12.0412 10.0723 1.1 0.1 0.3 0.41
C 7.4412 11.6180 11.3102 -0.7 -1.1 -0.6 -1.78
C 7.5327 12.7326 9.0889 0.8 1.1 -0.7 -1.21
H 7.6722 15.2190 7.0659 0.3 1.2 -0.2 0.37
H 6.3766 14.0434 7.0756 1.3 0.0 0.3 0.33
H 7.7881 13.7701 5.9972 -0.2 0.7 1.6 0.31
H 10.1883 13.9328 7.4340 0.3 0.7 -0.6 0.49
H 12.4077 12.3978 9.8556 -0.4 0.3 -1.5 0.14
H 12.1565 13.4639 8.3538 0.5 0.8 0.4 0.57
H 12.0682 11.8207 8.0752 -0.1 0.1 1.2 0.31
H 11.9605 12.3526 16.0226 -0.2 0.3 0.4 0.51
H 11.6532 13.8451 17.9396 0.0 0.4 0.0 0.40
H 9.5819 15.2670 18.0768 0.1 1.0 0.6 0.48
H 8.1964 15.4966 16.0485 -0.5 0.1 -0.1 0.47
H 8.4390 13.9690 14.2195 0.4 -0.1 -0.4 0.40
H 14.1736 12.3153 13.5499 -0.2 -0.1 0.2 0.68
H 12.8935 11.0834 13.9315 0.1 1.5 0.0 -0.66
H 12.5486 12.7555 13.1181 -0.7 0.2 0.4 0.27
H 15.4938 11.7096 11.7817 0.5 0.4 0.8 0.51
H 16.5620 9.4884 9.1659 0.4 -0.4 -0.2 0.42
H 17.0651 10.8111 10.3176 -0.1 -0.5 -0.3 0.42
H 16.2582 11.2074 8.8183 0.1 -0.3 0.0 0.35
H 14.1524 9.0238 8.8616 -0.2 0.5 -0.3 0.37
H 10.7752 8.8070 9.9570 -0.6 -0.2 -0.3 0.29
H 11.9605 8.2151 8.9245 0.4 -1.0 -0.9 0.62
H 11.0905 9.7234 8.4411 0.7 -0.3 0.8 0.16
H 7.7331 12.1929 12.1628 -0.1 0.8 0.4 0.45
H 7.6642 10.6038 11.6264 0.1 -0.5 -0.1 0.28
H 6.3565 11.6037 11.1580 0.2 0.4 0.0 0.53
H 6.4725 12.7888 9.1133 -0.8 0.1 0.0 0.43
C 7.1499 11.5218 17.4812 0.6 -0.2 -2.3 -0.98
C 6.6212 11.4346 16.1890 -2.4 -1.9 0.8 -0.88
C 7.2931 10.6147 15.2346 -1.8 0.9 -2.2 -0.17
C 8.4751 10.0328 15.5023 2.5 0.0 1.0 1.34
C 9.1318 10.3053 16.7135 0.0 -0.2 -0.6 0.74
C 8.4725 11.1046 17.6037 -0.2 -0.2 1.5 -0.62
H 6.6069 11.8484 18.3459 -0.1 0.6 0.0 0.57
H 5.4814 11.5994 16.0858 2.2 0.2 -0.3 0.32
H 6.8849 10.4589 14.1958 0.1 0.3 1.3 0.39
H 10.1353 9.8777 16.9477 -0.5 0.5 0.1 -0.48
H 8.9025 11.3381 18.5367 0.8 0.0 1.0 0.45
O 9.9496 8.7063 13.4757 -1.1 -3.6 -10.1 -0.05